(w)
A molecular structure, C52H40BF5N8O3PRuSb. Source: the OMol25 dataset; level of theory: ωB97M-V/def2-TZVPD.

Atoms and positions in Å:
Ru  -1.239  0.779  -0.708
C  -2.643  6.072  0.503
N  -2.891  4.777  -0.081
C  -1.981  3.842  -0.371
N  -2.596  2.721  -0.715
C  -3.910  3.036  -0.627
N  -4.109  4.269  -0.240
C  -1.520  5.953  1.509
C  -0.522  6.913  1.596
C  0.528  6.742  2.488
C  0.603  5.615  3.282
C  -0.408  4.658  3.213
C  -1.472  4.843  2.340
C  -0.353  3.478  4.043
N  0.420  3.269  5.065
N  0.135  2.054  5.540
C  -0.799  1.548  4.790
O  -1.159  2.412  3.806
C  -1.438  0.260  4.927
C  -1.223  -0.514  6.066
C  -1.900  -1.710  6.203
C  -2.769  -2.147  5.216
C  -2.967  -1.394  4.063
C  -3.936  -1.871  2.998
N  -3.477  -1.596  1.663
C  -3.571  -0.471  0.944
N  -2.940  -0.629  -0.215
C  -2.470  -1.901  -0.145
N  -2.782  -2.500  0.975
C  -2.300  -0.188  3.929
H  -3.573  6.399  0.980
H  -2.392  6.801  -0.276
H  -0.919  3.991  -0.339
H  -4.701  2.352  -0.859
H  -0.568  7.795  0.975
H  1.296  7.496  2.555
H  1.419  5.457  3.967
H  -2.265  4.112  2.317
H  -0.537  -0.160  6.818
H  -1.756  -2.306  7.090
H  -3.302  -3.076  5.354
H  -4.910  -1.390  3.135
H  -4.059  -2.953  3.082
H  -4.121  0.403  1.233
H  -1.930  -2.375  -0.944
H  -2.434  0.427  3.049
O  2.668  -1.211  -2.454
C  1.832  -0.369  -2.244
O  0.900  -0.513  -1.295
C  1.668  0.898  -3.044
P  0.509  1.989  -2.063
C  1.547  2.206  -0.580
C  1.154  1.343  0.590
C  2.007  1.543  1.785
C  3.141  2.282  1.748
C  3.506  3.001  0.591
C  2.705  2.952  -0.542
C  0.624  3.505  -3.058
C  0.477  3.397  -4.441
C  0.523  4.526  -5.236
C  0.670  5.777  -4.657
C  0.762  5.894  -3.279
C  0.738  4.765  -2.481
H  1.252  0.646  -4.022
H  2.632  1.388  -3.205
H  0.053  1.516  0.876
H  1.735  0.979  2.665
H  3.772  2.336  2.619
H  4.401  3.602  0.597
H  2.988  3.541  -1.404
H  0.318  2.429  -4.895
H  0.445  4.433  -6.310
H  0.702  6.660  -5.276
H  0.863  6.870  -2.826
H  0.829  4.858  -1.406
F  0.099  -0.958  0.800
B  1.206  -0.310  0.190
F  2.362  -0.970  0.512
F  5.974  -6.461  -3.898
C  5.010  -5.772  -3.269
C  3.690  -6.138  -3.469
C  2.698  -5.430  -2.816
C  3.042  -4.379  -1.984
C  4.364  -4.014  -1.803
C  5.367  -4.718  -2.448
Sb  1.429  -3.374  -0.935
C  0.864  -5.025  0.383
C  -0.369  -5.052  1.012
C  -0.714  -6.141  1.794
C  0.205  -7.163  1.961
F  -0.126  -8.218  2.720
C  1.462  -7.121  1.380
C  1.789  -6.033  0.592
C  -0.021  -3.593  -2.554
C  0.315  -3.038  -3.782
C  -0.558  -3.106  -4.851
C  -1.777  -3.739  -4.668
F  -2.643  -3.786  -5.691
C  -2.124  -4.325  -3.462
C  -1.238  -4.243  -2.399
H  3.451  -6.961  -4.123
H  1.662  -5.705  -2.951
H  4.612  -3.176  -1.168
H  6.408  -4.463  -2.325
H  -1.062  -4.226  0.911
H  -1.681  -6.203  2.270
H  2.162  -7.925  1.541
H  2.765  -5.981  0.134
H  1.276  -2.562  -3.911
H  -0.310  -2.681  -5.813
H  -3.071  -4.835  -3.368
H  -1.500  -4.706  -1.457

Results
- 2S+1 = 2
- total charge = +1
- gap between HOMO and LUMO (alpha / beta) (eV) = 3.92 / 3.91
- expectation value of S² = 0.806



(x)
A molecular structure, C52H40BF5N8O3PRuSb. Source: the OMol25 dataset; level of theory: ωB97M-V/def2-TZVPD.

Atoms and positions in Å:
Ru  0.612  0.645  -0.159
C  -1.487  5.469  1.899
N  -1.312  4.136  1.334
C  -0.194  3.415  1.216
N  -0.498  2.201  0.797
C  -1.858  2.243  0.657
N  -2.379  3.399  0.970
C  -2.517  5.471  3.009
C  -3.322  6.582  3.207
C  -4.300  6.577  4.195
C  -4.517  5.443  4.958
C  -3.722  4.318  4.748
C  -2.707  4.346  3.801
C  -4.017  3.074  5.462
N  -4.879  2.852  6.391
N  -4.824  1.491  6.666
C  -3.931  0.996  5.885
O  -3.366  1.941  5.089
C  -3.466  -0.386  5.764
C  -4.036  -1.396  6.538
C  -3.551  -2.688  6.430
C  -2.496  -2.979  5.569
C  -1.928  -1.977  4.799
C  -0.703  -2.236  3.952
N  -0.831  -1.806  2.564
C  -0.685  -0.592  2.057
N  -0.855  -0.630  0.741
C  -1.102  -1.949  0.501
N  -1.112  -2.690  1.581
C  -2.429  -0.683  4.893
H  -1.797  6.152  1.109
H  -0.503  5.784  2.248
H  0.794  3.777  1.440
H  -2.435  1.411  0.294
H  -3.197  7.458  2.580
H  -4.921  7.450  4.341
H  -5.307  5.405  5.696
H  -2.109  3.458  3.642
H  -4.845  -1.156  7.215
H  -3.991  -3.477  7.025
H  -2.114  -3.992  5.506
H  -0.447  -3.291  3.916
H  0.149  -1.704  4.377
H  -0.440  0.282  2.636
H  -1.281  -2.346  -0.485
H  -1.992  0.119  4.312
O  2.020  -2.631  -2.537
C  2.008  -1.802  -1.623
O  1.092  -0.915  -1.509
C  3.127  -1.771  -0.593
P  2.596  -0.864  0.912
C  2.905  0.891  0.535
C  2.937  1.782  1.643
C  3.044  3.136  1.465
C  3.041  3.682  0.175
C  2.952  2.845  -0.908
C  2.892  1.442  -0.754
C  3.780  -1.366  2.204
C  3.458  -2.536  2.893
C  4.286  -3.013  3.898
C  5.432  -2.308  4.242
C  5.755  -1.139  3.568
C  4.937  -0.671  2.548
H  4.009  -1.324  -1.059
H  3.390  -2.793  -0.323
H  2.934  1.370  2.646
H  3.117  3.784  2.332
H  3.120  4.752  0.031
H  2.970  3.252  -1.911
H  2.965  0.825  -1.640
H  2.552  -3.077  2.635
H  4.035  -3.929  4.417
H  6.075  -2.672  5.033
H  6.653  -0.593  3.829
H  5.211  0.230  2.013
F  -1.382  0.940  -2.336
B  -0.137  1.248  -1.873
F  0.558  1.893  -2.856
F  -3.033  0.960  -9.077
C  -2.373  0.449  -8.034
C  -1.464  1.250  -7.364
C  -0.786  0.711  -6.286
C  -1.014  -0.612  -5.899
C  -1.944  -1.391  -6.584
C  -2.626  -0.861  -7.668
Sb  0.170  -1.391  -4.337
C  -0.627  -3.286  -4.013
C  -2.000  -3.349  -3.759
C  -2.605  -4.566  -3.489
C  -1.813  -5.700  -3.480
F  -2.385  -6.879  -3.221
C  -0.450  -5.663  -3.724
C  0.149  -4.442  -3.976
C  2.070  -1.414  -5.217
C  2.987  -0.437  -4.842
C  4.253  -0.427  -5.405
C  4.568  -1.407  -6.329
F  5.791  -1.409  -6.872
C  3.670  -2.383  -6.716
C  2.403  -2.383  -6.152
H  -1.304  2.269  -7.689
H  -0.072  1.330  -5.753
H  -2.133  -2.418  -6.296
H  -3.342  -1.446  -8.228
H  -2.611  -2.453  -3.770
H  -3.665  -4.647  -3.291
H  0.122  -6.580  -3.701
H  1.217  -4.390  -4.132
H  2.721  0.324  -4.116
H  4.989  0.322  -5.145
H  3.965  -3.122  -7.448
H  1.689  -3.141  -6.455

Results
- 2S+1 = 2
- total charge = +1
- gap between HOMO and LUMO (alpha / beta) (eV) = 7.86 / 5.21
- expectation value of S² = 0.754



Of them, (w) has the lowest stability.



(w)
C2H5N3O3 in the gas phase. Source: the OMol25 dataset; level of theory: ωB97M-V/def2-TZVPD.

Atoms and positions in Å:
O  2.273  -0.115  0.492
C  1.693  -1.093  -0.018
N  0.422  -1.373  -0.395
C  -0.410  -0.235  -0.253
N  -1.581  -0.750  0.207
O  -2.773  0.154  0.290
N  -0.210  1.076  -0.240
O  0.979  1.959  -0.175
H  2.372  -1.880  -0.307
H  -1.754  -1.663  -0.041
H  -2.991  0.206  -0.621
H  -1.096  1.465  0.295
H  1.516  1.191  0.430

Results
- total charge = 0
- SMILES string = O=CN=C(NO)NO
- gap between HOMO and LUMO (eV) = 10.01



(x)
C2H5N3O3 in the gas phase. Source: the OMol25 dataset; level of theory: ωB97M-V/def2-TZVPD.

Atoms and positions in Å:
O  2.424  -1.042  -0.390
C  1.239  -0.530  0.000
N  1.057  0.771  0.075
O  2.076  1.599  0.176
N  -0.061  -1.231  0.200
C  -1.437  -0.696  0.373
N  -1.828  0.470  -0.201
O  -3.246  0.395  -0.224
H  0.118  1.247  -0.121
H  2.776  0.974  0.193
H  -0.125  -2.358  -0.088
H  -2.181  -1.552  0.877
H  -3.609  1.361  -0.104

Results
- total charge = 0
- SMILES string = O=C(NO)N/C=N/O
- gap between HOMO and LUMO (eV) = 9.55



Of them, (x) has the lowest stability.